ORCA calculation (ωB97M-V/def2-TZVPD) on a 7-piece molecular cluster, C28H53F3O20 overall in a non-equilibrium geometry.

For the relative energy (zero: lowest compared OMol25 entry of this formula, charge and spin), the calculation gives 0.0 kJ/mol. The SMILES is CCOC(=O)C(F)(F)F.CCOC(=O)OC.CCOC(=O)OC.CCOC(=O)OC.CCOC(=O)OC.CCOC(=O)OC.CCOC(=O)OC. The calculation puts the energy at -2903.18399 Ha. For the HOMO-LUMO gap, the calculation gives 0.413 Eh. The highest occupied orbital energy is -10.84 eV. The strongest force on any atom comes out at 0.03578 hartree/bohr. As for the net charge: 0.

Cartesian coordinates (Å):
C -4.9772 2.7099 18.5501
C -3.5673 3.2328 18.5596
O -2.7079 2.2559 19.2284
C -1.5171 2.6677 19.5862
O -1.0675 3.7727 19.4929
C -0.7142 1.5031 20.1951
F 0.5395 1.8597 20.4430
F -1.2854 1.1083 21.3538
F -0.7026 0.4514 19.3572
H -5.5575 3.3546 17.9009
H -5.4071 2.6909 19.5509
H -5.0157 1.6981 18.1462
H -3.5079 4.1430 19.1479
H -3.1735 3.4032 17.5639
C -1.5574 4.4041 15.4961
C -1.5884 5.6316 16.3935
O -2.5772 6.5517 15.9234
C -3.7512 6.5959 16.5401
O -4.0736 5.9314 17.4847
O -4.5833 7.4581 15.9635
C -4.1110 8.3708 14.9849
H -2.5272 3.8995 15.5078
H -0.7914 3.7220 15.8634
H -1.3480 4.7181 14.4759
H -0.6355 6.1512 16.3256
H -1.7578 5.3308 17.4253
H -3.5354 7.9032 14.1928
H -3.4892 9.1506 15.4368
H -4.9768 8.8822 14.5700
C -6.5931 5.2798 14.4719
C -5.6416 4.2200 14.9661
O -6.0009 2.9987 14.2562
C -5.2643 1.9350 14.5279
O -4.5060 1.7978 15.4602
O -5.4766 1.0282 13.5786
C -4.8509 -0.2238 13.7924
H -7.6143 4.9135 14.5895
H -6.4055 5.5081 13.4245
H -6.5180 6.1929 15.0619
H -5.7232 4.0565 16.0316
H -4.6136 4.4287 14.6613
H -5.2110 -0.9084 13.0353
H -5.0900 -0.6176 14.7821
H -3.7669 -0.1059 13.7506
C -1.8557 6.5484 12.2593
C -1.1341 7.7925 12.6498
O -0.5248 7.6222 13.9334
C 0.0921 8.6747 14.4432
O 0.1094 9.7825 13.9821
O 0.6907 8.2956 15.5744
C 1.2800 9.3606 16.3373
H -1.2796 5.6293 12.3635
H -2.1891 6.6203 11.2209
H -2.7756 6.3746 12.8285
H -1.7552 8.6929 12.6076
H -0.3426 8.0760 11.9454
H 2.2150 9.6872 15.8910
H 1.4684 8.9510 17.3261
H 0.5639 10.1747 16.4278
C 0.2817 0.8016 13.5381
C 1.6338 1.4244 13.3020
O 2.5216 0.4957 12.6611
C 2.3537 0.3539 11.3456
O 1.6076 0.9978 10.6566
O 3.1584 -0.6296 10.9386
C 3.3918 -0.7120 9.5388
H -0.3487 1.3654 14.2267
H 0.4209 -0.2085 13.9310
H -0.2914 0.7224 12.6145
H 2.1755 1.7723 14.1775
H 1.5454 2.3027 12.6536
H 2.9525 -1.6242 9.1351
H 4.4704 -0.7691 9.3959
H 2.9837 0.1382 8.9993
C -4.4635 12.3051 14.6151
C -4.1299 12.8629 13.2609
O -4.8314 12.1676 12.2215
C -4.3484 10.9917 11.8572
O -3.3619 10.4582 12.2915
O -5.1608 10.4973 10.9190
C -4.7908 9.2839 10.3322
H -4.1308 11.2695 14.6874
H -5.5370 12.3161 14.8019
H -3.9447 12.8377 15.4126
H -3.0588 12.8327 13.0614
H -4.4594 13.8962 13.1832
H -4.3751 9.4200 9.3291
H -5.6379 8.6086 10.2038
H -4.0448 8.7379 10.9124
C -6.5827 7.8089 19.1094
C -7.6331 8.3226 18.1456
O -8.4179 7.2409 17.6312
C -9.7089 7.2078 17.9377
O -10.3460 8.0671 18.4885
O -10.1871 6.0344 17.5390
C -11.5779 5.8588 17.7549
H -5.7559 8.5192 19.1483
H -6.2184 6.8452 18.7591
H -6.9581 7.7232 20.1302
H -7.1607 8.8196 17.2950
H -8.2900 9.0753 18.5818
H -12.1677 6.6404 17.2663
H -11.8454 5.8592 18.8094
H -11.8588 4.9243 17.2759

Mulliken population analysis, charges in e, atoms 1 to 5: -1.250 0.831 -0.358 0.288 -0.536

ORCA calculation (ωB97M-V/def2-TZVPD) on an isolated ion of composition C28H53FN5O3 and charge +1 in a non-equilibrium geometry.

The SMILES is [H]/N=C(\C)C[N+]1=C(N(CCCCCCCC)C[C@H](O)CN)N[C@H](CCCCCCOC(=O)C=C)[C@H]1[C@H](C)F. The calculation puts the energy at -1697.47032 Ha. For the HOMO-LUMO gap, the calculation gives 0.277 Eh. The highest occupied orbital energy is -10.88 eV. The strongest force on any atom comes out at 0.07339 hartree/bohr. As for the net charge: +1.

Cartesian coordinates (Å):
H -3.7918 1.8785 -2.4658
N -3.2294 1.0038 -2.4728
C -1.9899 1.4156 -2.4211
C -1.6829 2.9919 -2.4059
C -0.8287 0.3205 -2.4237
N -0.3478 -0.0654 -1.0598
C -0.0371 1.0645 -0.1321
N -0.5348 1.3416 1.0554
C -0.0740 2.5720 1.7751
C -1.2436 3.3913 2.5103
C -2.4074 3.9254 1.5430
C -3.8278 3.1936 1.7515
C -4.3008 2.6901 0.2821
C -5.6625 1.8515 0.3217
C -6.4473 1.8784 -1.1016
C -6.4795 0.4525 -1.8365
C -1.5471 0.3811 1.6121
C -0.6864 -0.7023 2.4540
O -1.3812 -1.9412 2.6382
C -0.2026 -0.1139 3.8836
N 1.3047 0.0266 3.9030
N 0.9926 1.7935 -0.9088
C 1.9666 0.6404 -1.1796
C 2.9536 0.8881 -2.4161
C 4.3545 0.1903 -2.0511
C 4.9082 -0.7931 -3.1878
C 4.7408 -2.3504 -2.8350
C 5.4642 -2.8005 -1.4837
C 4.7169 -4.0697 -0.8089
O 4.8323 -4.0662 0.6393
C 3.6786 -4.5672 1.2627
O 2.9840 -5.5166 0.8408
C 3.2158 -3.9336 2.6511
C 2.0586 -4.3555 3.3711
C 0.9985 -0.6613 -1.3149
C 1.4483 -2.0007 -0.5688
C 0.2668 -2.8612 0.0604
F 2.4709 -1.7359 0.4222
H -0.5662 3.2309 -2.3927
H -2.2776 3.5529 -1.6187
H -2.0591 3.3799 -3.4225
H -1.2177 -0.6346 -2.9194
H -0.0125 0.7224 -3.1159
H 0.4186 3.3153 1.0536
H 0.6974 2.2989 2.5706
H -0.7354 4.3187 2.9566
H -1.7531 2.8020 3.3440
H -2.0212 3.8751 0.4713
H -2.5862 5.0361 1.7782
H -4.6401 3.9200 2.1083
H -3.8030 2.3377 2.4971
H -4.4044 3.6187 -0.3642
H -3.4768 1.9770 -0.0662
H -5.4841 0.7609 0.5790
H -6.3779 2.3216 1.0728
H -5.9544 2.6349 -1.8148
H -7.5230 2.2207 -0.9469
H -5.8103 -0.3079 -1.3168
H -7.5263 0.0415 -2.0180
H -6.0157 0.6073 -2.8765
H -2.1630 -0.1405 0.8170
H -2.2540 0.8571 2.3580
H 0.2876 -0.8331 1.8506
H -0.7759 -2.6427 2.9494
H -0.4420 -0.8948 4.6870
H -0.6808 0.8830 4.1422
H 1.7337 -0.7717 3.3970
H 1.6417 -0.1094 4.8742
H 1.6201 2.3891 -0.3331
H 2.5646 0.6501 -0.1964
H 2.4947 0.5160 -3.3947
H 3.0683 2.0287 -2.5051
H 4.2856 -0.3228 -1.0294
H 5.1143 1.0444 -1.9314
H 4.2685 -0.6061 -4.1190
H 6.0131 -0.6102 -3.3895
H 5.0969 -3.0091 -3.7062
H 3.6195 -2.5364 -2.7154
H 5.5196 -1.9967 -0.6836
H 6.5193 -3.1321 -1.7682
H 3.6290 -4.1281 -1.1527
H 5.2307 -5.0186 -1.1841
H 3.8518 -3.1122 3.1139
H 2.1717 -4.8642 4.3890
H 0.9880 -4.1601 3.0125
H 1.1913 -0.9374 -2.4137
H 1.9543 -2.6735 -1.3492
H -0.7566 -2.3754 0.0161
H 0.1686 -3.9039 -0.3747
H 0.5149 -2.9761 1.1768

Mulliken population analysis, charges in e, atoms 1 to 5: 0.302 -0.503 0.071 -1.091 -0.227

ORCA calculation (ωB97M-V/def2-TZVPD) on C28H54AlP2Si as an isolated structure in a non-equilibrium geometry.

For the relative energy (zero: lowest compared OMol25 entry of this formula, charge and spin), the calculation gives 34.0 kJ/mol. The calculation puts the energy at -2313.74085 Ha. For the HOMO-LUMO gap, the calculation gives 0.294 Eh. The highest occupied orbital energy is -9.96 eV. The strongest force on any atom comes out at 0.03637 hartree/bohr. As for the net charge: +1.

Cartesian coordinates (Å):
Al 0.8360 -0.7265 0.6701
C 3.1738 0.9293 0.6455
C 2.5916 1.7963 1.5882
C 2.1611 -0.3603 2.3199
C 2.9232 -0.4334 1.0470
C 2.0226 1.0453 2.6361
C 4.0713 1.3383 -0.4565
H 3.7185 2.2531 -0.9514
H 4.1573 0.5391 -1.2036
H 5.0856 1.5465 -0.0784
C 3.7879 -1.5802 0.6492
H 4.0076 -1.5533 -0.4248
H 3.3098 -2.5416 0.8734
H 4.7466 -1.5611 1.1925
C 2.1136 -1.4413 3.3444
H 3.0310 -1.4356 3.9537
H 2.0436 -2.4313 2.8769
H 1.2555 -1.3103 4.0178
C 1.6442 1.5819 3.9632
H 2.5249 1.6602 4.6235
H 0.9197 0.9331 4.4699
H 1.2131 2.5889 3.8911
C 2.7365 3.2747 1.5820
H 3.6647 3.5758 2.0871
H 1.9066 3.7668 2.1035
H 2.7789 3.6648 0.5588
C -2.3503 1.0297 -3.8037
C -1.4770 2.0428 -3.9234
C -1.8742 3.4878 -3.9462
C -2.9758 3.9151 -2.9442
C -2.9994 3.1894 -1.6291
C -3.8084 2.1601 -1.3385
C -4.5021 1.3062 -2.3642
C -3.8414 1.1740 -3.7658
H -2.2138 3.7576 -4.9601
H -3.9534 3.8663 -3.4450
H -0.9789 4.0965 -3.7503
H -4.1724 2.0001 -4.4141
H -1.9983 -0.0062 -3.8780
H -0.4386 1.8546 -4.2117
H -4.2438 0.2457 -4.1982
H -4.6142 0.2913 -1.9432
H -4.0927 1.9601 -0.2989
H -5.5269 1.6858 -2.5251
H -2.7811 4.9748 -2.7143
H -2.4384 3.6854 -0.8322
P 0.1652 0.2137 -1.3683
P -1.2267 -0.0268 1.6315
C -1.6621 -0.0035 -1.1673
C -2.3032 -0.3562 0.1885
H -2.0017 -0.7139 -1.9322
H -2.0006 0.9836 -1.4940
H -3.2236 0.2273 0.3329
H -2.5664 -1.4245 0.1845
C -1.9119 -0.9113 3.0527
H -1.4064 -0.5501 3.9628
H -1.7559 -1.9959 2.9617
H -2.9903 -0.6897 3.1163
C -1.3852 1.7468 1.9963
H -2.4143 2.0776 1.7961
H -0.6860 2.3503 1.3997
H -1.1458 1.9015 3.0610
C 0.6085 -0.5158 -2.9522
H 1.6988 -0.4559 -3.0695
H 0.1330 -0.0085 -3.7964
H 0.3203 -1.5751 -2.9616
C 0.5088 2.0003 -1.3845
H 0.5565 2.4085 -0.3692
H -0.2381 2.5628 -1.9570
H 1.4932 2.1556 -1.8477
C 0.1301 -5.5713 -0.1745
Si 0.7816 -4.2094 0.9478
C -0.2835 -4.1060 2.4905
C 2.4993 -4.7579 1.5413
C 0.7468 -2.5936 -0.0624
H 0.1213 -6.5264 0.3682
H 0.7654 -5.6822 -1.0642
H -0.8950 -5.3423 -0.4941
H -0.2399 -5.0700 3.0201
H 0.0414 -3.3277 3.1946
H -1.3343 -3.9314 2.2244
H 3.2642 -4.6949 0.7517
H 2.8687 -4.2284 2.4308
H 2.4373 -5.8246 1.8180
H 1.5630 -2.6987 -0.8010
H -0.1764 -2.6726 -0.6683

Mulliken population analysis, charges in e, atoms 1 to 5: -2.986 0.656 0.638 1.278 1.058

Q: strongest force on any atom of number 3 (C28H54AlP2Si)?
A: 0.03637 hartree/bohr

Q: Which formula does entry 1 have?
A: C28H53F3O20

Q: strongest force on any atom of number 1 (C28H53F3O20)?
A: 0.03578 hartree/bohr